An isolated molecule of C5H12O2, computed with ωB97M-V/def2-TZVPD.

XYZ file:
```
19
Properties=species:S:1:pos:R:3
C 1.95761 0.98703 1.00407
C 0.91509 -0.08374 1.32881
C 0.27256 -0.68992 0.07653
O -0.32679 -1.94318 0.34121
C -0.78853 0.24589 -0.52527
C -1.21164 -0.19620 -1.91578
O -1.88067 0.18395 0.39347
H 2.82427 0.54650 0.49626
H 1.55505 1.77053 0.35010
H 2.32052 1.47689 1.91282
H 1.37899 -0.90279 1.89056
H 0.11744 0.32729 1.96103
H 1.05161 -0.87813 -0.67586
H -1.17832 -1.72865 0.75440
H -0.39782 1.27413 -0.55434
H -1.50755 -1.24873 -1.88853
H -2.05036 0.40313 -2.29086
H -0.38433 -0.08538 -2.62405
H -2.66716 0.54138 -0.03458
```

Results
- ΔE to the lowest compared entry with this formula, charge and spin (kcal/mol) = 12.9
- E_LUMO (eV) = 0.810
- E_tot (Eh) = -348.1842
- HOMO-LUMO gap (eV) = 10.8
- net charge = 0
- HOMO level (eV) = -9.9743

***

An isolated molecule of C19H30N6O2, computed with ωB97M-V/def2-TZVPD.

XYZ file:
```
57
Properties=species:S:1:pos:R:3
C -1.79444 2.33061 -1.87752
C -0.97781 1.68852 -0.79060
C -0.88982 2.28466 0.45679
C -0.15024 1.73105 1.48444
C 0.51839 0.52924 1.27642
N 1.28127 -0.08119 2.27323
C 1.30319 0.20707 3.63090
O 2.35738 0.25770 4.23529
N 0.09575 0.40183 4.23223
C -1.15634 -0.18095 3.80339
C -2.30296 0.78595 4.09257
N -2.32609 1.11483 5.50625
C -3.45643 1.94931 5.84554
C -1.06585 1.72177 5.89572
C 0.07440 0.74222 5.63911
C 0.46202 -0.07468 0.02432
C -0.27829 0.48920 -1.00479
N -0.33397 -0.08871 -2.27463
C 0.12014 -1.32494 -2.67195
O 0.60639 -2.14501 -1.91899
N -0.09539 -1.60752 -4.00273
C -0.15417 -0.64934 -5.08480
C 1.22520 -0.50051 -5.73556
N 1.66184 -1.78701 -6.24096
C 2.90368 -1.68734 -6.97515
C 1.74936 -2.74404 -5.15074
C 0.38163 -2.89036 -4.48672
H -1.16925 2.62050 -2.72428
H -2.57735 1.65936 -2.23465
H -2.27415 3.22916 -1.49825
H -1.40720 3.21827 0.62685
H -0.07483 2.23122 2.43644
H 2.14109 -0.50604 1.95270
H -1.33055 -1.10390 4.37458
H -1.12706 -0.42222 2.74274
H -2.19091 1.68895 3.46628
H -3.24908 0.30540 3.83260
H -3.45694 2.12760 6.91974
H -3.44048 2.92200 5.32797
H -4.37525 1.42935 5.57824
H -0.87854 2.65859 5.33894
H -1.10803 1.95743 6.96119
H -0.08353 -0.16039 6.24310
H 1.03822 1.17987 5.90096
H 0.98768 -0.99821 -0.14869
H -0.89342 0.42548 -2.93449
H -0.50296 0.32870 -4.75459
H -0.85646 -1.03467 -5.83155
H 1.15967 0.19943 -6.57222
H 1.93302 -0.09004 -4.98994
H 3.15943 -2.66848 -7.37159
H 2.77033 -0.99844 -7.80824
H 3.73975 -1.33060 -6.35345
H 2.06243 -3.70737 -5.55784
H 2.48574 -2.42860 -4.39024
H 0.44526 -3.57111 -3.63814
H -0.34203 -3.26743 -5.21469
```

Results
- ΔE to the lowest compared entry with this formula, charge and spin (kcal/mol) = 0.0
- E_LUMO (eV) = 0.588
- E_tot (Eh) = -1221.0691
- HOMO-LUMO gap (eV) = 8.6
- net charge = 0
- HOMO level (eV) = -7.9870

***

A cluster of 7 separate species, C30H45BBrClF18N4O17PS in total at a distorted geometry, computed with ωB97M-V/def2-TZVPD.

XYZ file:
```
119
Properties=species:S:1:pos:R:3
N 1.74947 3.73179 -0.10018
C 0.89185 3.67073 -1.27036
S 1.55594 4.85934 -2.52532
N -0.51735 3.99133 -0.99943
Br -1.00176 5.57716 -0.18060
C -1.23367 2.88486 -0.80911
N -2.52459 2.84297 -0.52964
P -3.28861 1.32193 -0.32582
O -3.30334 0.59986 -1.59498
O -2.42862 0.55260 0.75369
O -4.72823 1.63813 0.22451
N -0.41244 1.76777 -0.96368
C 0.72199 2.25051 -1.85525
C 1.85671 1.26939 -1.54481
C 1.51055 -0.19637 -1.85077
C 2.01930 -1.18668 -0.80499
Cl 3.58837 -0.75787 -0.09536
B 0.05013 2.19431 -3.31086
O 0.05406 1.04509 -4.02560
O -0.58682 3.32014 -3.82265
H 1.56906 4.58177 0.42676
H 2.69182 3.84730 -0.45430
H 2.19462 5.77199 -1.77507
H -3.00421 3.73340 -0.45493
H -2.74674 -0.36082 0.79463
H -5.29244 0.93756 -0.14196
H -0.08648 1.56786 -0.01198
H 2.03625 1.34653 -0.47200
H 2.76946 1.55815 -2.05997
H 0.44266 -0.36033 -1.96882
H 1.95067 -0.46088 -2.81015
H 2.16702 -2.13680 -1.30805
H 1.26037 -1.37190 -0.04863
H -0.54409 1.12452 -4.77728
H -0.30398 3.40917 -4.74209
C 8.44896 -4.58523 -2.10750
C 7.27965 -3.94878 -1.38891
O 6.13436 -3.82275 -2.25866
C 5.40607 -4.91381 -2.42201
O 5.59505 -5.98474 -1.92972
C 4.20983 -4.59847 -3.33443
F 4.57288 -3.89608 -4.41122
F 3.28903 -3.87314 -2.67657
F 3.61599 -5.70884 -3.76176
H 8.68732 -4.02839 -3.01410
H 9.32561 -4.59991 -1.46160
H 8.21999 -5.60856 -2.40238
H 7.52857 -2.93473 -1.08489
H 7.00690 -4.50345 -0.49225
C 2.63324 -7.76448 -6.48240
C 1.47166 -7.11860 -5.75924
O 0.32651 -6.98648 -6.62540
C -0.41142 -8.07550 -6.78549
O -0.22204 -9.14377 -6.28741
C -1.60969 -7.75658 -7.69626
F -1.23346 -7.05912 -8.77258
F -2.51474 -7.02588 -7.02871
F -2.20106 -8.86860 -8.11052
H 2.86943 -7.21124 -7.39198
H 3.51347 -7.78418 -5.84115
H 2.39471 -8.78638 -6.77455
H 1.73366 -6.10752 -5.45890
H 1.20233 -7.66982 -4.85910
C 3.34371 0.56558 5.76786
C 2.61075 1.79123 5.27394
O 3.40473 2.49860 4.29082
C 3.38915 2.02016 3.06283
O 2.78480 1.06423 2.67115
C 4.26426 2.91502 2.16510
F 5.42905 3.19821 2.74268
F 3.64070 4.08408 1.91616
F 4.51247 2.33038 0.99677
H 4.32672 0.83976 6.15258
H 2.77633 0.08236 6.55633
H 3.49700 -0.15082 4.96087
H 2.44754 2.49236 6.08888
H 1.63647 1.53719 4.86054
C -3.03475 -0.48399 7.24145
C -2.61052 0.85855 7.79745
O -1.47821 0.72470 8.68150
C -0.29178 0.62423 8.11549
O -0.05911 0.63947 6.93882
C 0.78191 0.52598 9.21512
F 0.42814 -0.34242 10.16115
F 0.95757 1.72105 9.78943
F 1.94961 0.13469 8.71239
H -3.22743 -1.18675 8.04832
H -3.92437 -0.37693 6.63801
H -2.24630 -0.91043 6.61932
H -3.40545 1.28500 8.40277
H -2.38437 1.57163 7.00524
C -1.87852 6.59140 -5.90040
C -1.66580 5.74458 -7.13703
O -0.87321 6.43361 -8.11748
C 0.43739 6.42934 -7.92188
O 1.01968 5.91613 -7.01189
C 1.13684 7.16362 -9.07900
F 0.52272 8.31399 -9.36201
F 1.12248 6.40179 -10.17768
F 2.39924 7.42974 -8.77122
H -2.31536 7.55285 -6.16997
H -2.54540 6.08238 -5.20455
H -0.93478 6.79067 -5.39304
H -2.61699 5.53789 -7.62195
H -1.20603 4.78621 -6.89490
C -9.92137 -1.44806 6.12117
C -9.62886 -1.91060 7.53151
O -8.23744 -1.72435 7.86729
C -7.88418 -0.50058 8.22368
O -8.59130 0.45895 8.29145
C -6.39167 -0.48428 8.59441
F -5.64484 -1.13479 7.68780
F -6.19279 -1.06967 9.77753
F -5.93063 0.76281 8.67573
H -9.26198 -1.95008 5.41215
H -10.95499 -1.66848 5.85879
H -9.75963 -0.37555 6.01769
H -9.81196 -2.97826 7.62496
H -10.25909 -1.40381 8.26056
```

Results
- E_LUMO (eV) = -4.051
- E_tot (Eh) = -8264.5146
- HOMO-LUMO gap (eV) = 8.3
- net charge = +1
- HOMO level (eV) = -12.3675

***

A cluster of 7 separate species, C44H56Si in total, computed with ωB97M-V/def2-TZVPD.

XYZ file:
```
101
Properties=species:S:1:pos:R:3
C -2.37165 0.84070 -2.07498
C -1.62694 2.03752 -1.48232
C -0.61692 1.67581 -0.38439
C -1.15289 1.96144 1.01352
C -0.19630 1.63439 2.15618
C -0.61216 2.21355 3.51971
C 0.30193 3.33406 4.02003
C 0.43244 4.53223 3.05243
Si 2.12406 4.75878 2.28373
H -2.58518 0.09952 -1.29670
H -3.32324 1.15020 -2.51037
H -1.79289 0.34740 -2.85685
H -2.35598 2.73452 -1.05674
H -1.13185 2.58279 -2.28927
H -0.35771 0.61293 -0.46082
H 0.32221 2.22288 -0.51543
H -1.42134 3.02333 1.05965
H -2.09346 1.41686 1.16703
H 0.80739 1.99445 1.89337
H -0.10269 0.54747 2.23828
H -1.64545 2.57362 3.47348
H -0.59904 1.41989 4.27154
H 1.28599 2.89399 4.22794
H -0.06817 3.68409 4.98626
H -0.29390 4.43612 2.24106
H 0.17294 5.46297 3.56309
H 2.28602 3.92844 1.06366
H 2.36401 6.17324 1.91024
H 3.16554 4.34710 3.25573
C -5.74541 -0.15905 -5.34490
C -5.53588 -0.05706 -6.71358
C -4.31537 -0.43019 -7.26005
C -3.30306 -0.90737 -6.43845
C -3.51503 -1.01108 -5.07091
C -4.73335 -0.63607 -4.52385
H -6.69622 0.13159 -4.91613
H -6.32423 0.31521 -7.35538
H -4.15257 -0.34770 -8.32712
H -2.34927 -1.19466 -6.86309
H -2.72501 -1.37455 -4.42585
H -4.89419 -0.71416 -3.45752
C 1.14707 -2.81156 -4.35644
C 2.25693 -2.39833 -3.63149
C 2.10726 -1.97041 -2.31958
C 0.84991 -1.95851 -1.73176
C -0.26088 -2.36337 -2.45798
C -0.11148 -2.79083 -3.77110
H 1.26462 -3.14962 -5.37810
H 3.23738 -2.41160 -4.08955
H 2.97249 -1.64536 -1.75336
H 0.72989 -1.62783 -0.70829
H -1.24559 -2.33840 -2.00827
H -0.97561 -3.11360 -4.33844
C -8.39244 -2.08168 -1.15131
C -7.10976 -2.46435 -1.51815
C -6.01731 -1.72836 -1.08075
C -6.20512 -0.60896 -0.28187
C -7.48840 -0.22717 0.08464
C -8.58137 -0.96420 -0.34962
H -9.24580 -2.65407 -1.49173
H -6.96104 -3.33192 -2.14819
H -5.01573 -2.02537 -1.36672
H -5.35130 -0.03222 0.05178
H -7.63651 0.64524 0.70808
H -9.58217 -0.66662 -0.06392
C 2.27714 3.56924 9.96520
C 2.16789 2.56647 9.01171
C 2.00277 2.89730 7.67391
C 1.94670 4.22985 7.29094
C 2.05564 5.23304 8.24377
C 2.22078 4.90209 9.58164
H 2.40582 3.31165 11.00869
H 2.21186 1.52721 9.31141
H 1.91597 2.11673 6.92803
H 1.82027 4.48482 6.24669
H 2.01140 6.27228 7.94400
H 2.30573 5.68336 10.32607
C 2.76291 -0.65998 2.79596
C 3.20910 -1.44370 3.85105
C 3.42846 -2.80038 3.66305
C 3.19622 -3.37555 2.42223
C 2.74508 -2.59516 1.36655
C 2.53384 -1.23389 1.55223
H 2.58604 0.39789 2.94510
H 3.38589 -0.99611 4.82089
H 3.77840 -3.41079 4.48576
H 3.36328 -4.43522 2.27734
H 2.56228 -3.04743 0.40003
H 2.18922 -0.61349 0.73302
C 6.20926 -5.15634 -4.59388
C 5.60427 -4.19864 -3.79187
C 6.05550 -2.88613 -3.81994
C 7.10903 -2.52975 -4.65021
C 7.71230 -3.48763 -5.45339
C 7.26268 -4.80051 -5.42474
H 5.85903 -6.18033 -4.57145
H 4.78042 -4.47418 -3.14529
H 5.58723 -2.13884 -3.19085
H 7.45972 -1.50590 -4.67115
H 8.53369 -3.21077 -6.10175
H 7.73395 -5.54730 -6.05084
```

Results
- E_LUMO (eV) = 0.693
- E_tot (Eh) = -1999.6578
- HOMO-LUMO gap (eV) = 10.0
- net charge = 0
- HOMO level (eV) = -9.3323

***

A cluster of 7 separate species, C4H19NO8S in total at a distorted geometry, computed with ωB97M-V/def2-TZVPD.

XYZ file:
```
33
Properties=species:S:1:pos:R:3
O 2.65866 0.03289 -3.08775
C 1.69804 -0.22763 -2.41372
C 1.34489 0.56609 -1.16495
C -0.16353 0.75758 -1.08255
S -0.82031 1.58770 -2.58372
N 1.84559 -0.17281 0.00725
C 1.17402 -1.46512 0.30839
O 0.77303 -1.53306 1.64990
H 1.01149 -1.08075 -2.56755
H 1.83897 1.53334 -1.11704
H -0.54092 1.25316 -0.19327
H -0.70076 -0.19323 -1.20910
H 1.84274 0.41976 0.83147
H 1.96204 -2.19959 0.10206
H 0.24849 -1.60914 -0.26130
H -0.93641 -1.45921 1.84179
H -1.80747 -0.20897 2.07292
O -1.88257 -1.16320 1.92317
H -0.79809 2.29124 2.18099
H -0.02268 0.96286 2.62800
O -0.97150 1.37262 2.39375
H 1.13614 -0.67485 2.23149
H 1.50575 0.45811 3.82774
O 1.28893 0.47238 2.88343
H 1.32852 3.80618 -1.25785
H -0.12955 3.94473 -1.29630
O 0.64335 4.38992 -0.90568
H -0.88704 -3.02366 -1.66391
H -2.36298 -2.71123 -1.35441
O -1.77639 -3.26314 -1.91544
H -2.64670 -1.21783 0.47701
H -2.80236 -0.40280 -0.84026
O -3.05140 -1.24231 -0.44455
```

Results
- ΔE to the lowest compared entry with this formula, charge and spin (kcal/mol) = 0.0
- E_LUMO (spin up / spin down) (eV) = 2.667 / -0.045
- spin multiplicity = 2
- E_tot (Eh) = -1218.6864
- HOMO-LUMO gap (spin up / spin down) (eV) = 8.7 / 6.0
- net charge = -1
- HOMO level (spin up / spin down) (eV) = -6.0662 / -6.0564

***

A cluster of 2 separate species, C2H6N2P in total at a distorted geometry, computed with ωB97M-V/def2-TZVPD.

XYZ file:
```
11
Properties=species:S:1:pos:R:3
C -0.60729 0.91971 -0.21595
C 0.14930 -1.21065 -0.32038
N -0.98856 -0.33178 -0.32348
N 0.64254 1.20954 -0.03942
P 1.78495 -0.08411 -0.01426
H -1.28855 1.82168 -0.32481
H 0.17163 -2.19676 0.37391
H 0.32253 -1.48099 -1.32291
H -1.87766 -0.65016 -0.47276
H 0.79211 2.71865 0.40697
H 1.87411 0.04079 1.36305
```

Results
- ΔE to the lowest compared entry with this formula, charge and spin (kcal/mol) = 72.0
- E_LUMO (eV) = -5.691
- E_tot (Eh) = -530.2959
- HOMO-LUMO gap (eV) = 8.4
- net charge = +1
- HOMO level (eV) = -14.0668